This record from the Open Molecules 2025 dataset describes an isolated molecule of C5H8N2 at a distorted geometry. The level of theory is wB97M-V/def2-TZVPD.

Last columns: bonded neighbours and bond lengths (Å).
Atoms and positions in Å:
1 C 2.931 0.279 -0.184  C3 1.362, N6 1.163
2 C 0.866 -1.124 0.331  C3 1.600, C4 1.591, H8 1.094, H9 1.091
3 C 2.067 -0.676 -0.628  C1 1.362, C2 1.600, H10 1.080
4 C -0.424 -0.291 0.747  C2 1.591, N7 1.329, H11 1.079
5 C -2.273 1.088 -0.112  N7 1.439, H12 1.089, H13 1.089, H14 1.094
6 N 3.731 1.017 0.226  C1 1.163
7 N -1.374 -0.036 -0.145  C4 1.329, C5 1.439, H15 1.010
8 H 0.482 -2.048 -0.113  C2 1.094
9 H 1.338 -1.374 1.283  C2 1.091
10 H 1.899 -0.778 -1.690  C3 1.080
11 H -0.348 0.380 1.589  C4 1.079
12 H -3.228 0.810 -0.555  C5 1.089
13 H -2.437 1.401 0.917  C5 1.089
14 H -1.860 1.934 -0.671  C5 1.094
15 H -1.371 -0.583 -0.994  N7 1.010

## Properties
2S+1: 1
Orbital gap (spin up / spin down) (Ha): 0.3376 / 0.1900
E_LUMO (spin up / spin down) (eV): 0.67 / -1.12

This record from the Open Molecules 2025 dataset describes an isolated molecule of C2H8N3P at a distorted geometry. The level of theory is wB97M-V/def2-TZVPD.

Last columns: bonded neighbours and bond lengths (Å).
Atoms and positions in Å:
1 C 1.197 -0.190 0.803  C2 1.522, H7 1.061, H8 1.220, H9 1.182
2 C 1.109 -0.050 -0.710  C1 1.522, N5 1.452, H10 1.066, H11 1.105
3 N -1.227 0.077 -0.704  N5 1.327, P6 1.899
4 N -3.596 0.619 0.527  P6 1.610, H12 1.054, H13 1.010
5 N -0.172 -0.678 -0.982  C2 1.452, N3 1.327, H14 0.975
6 P -2.774 -0.692 0.083  N3 1.899, N4 1.610
7 H 1.174 -1.172 1.204  C1 1.061
8 H 2.244 0.278 1.217  C1 1.220
9 H 0.226 0.385 1.151  C1 1.182
10 H 1.009 1.008 -0.789  C2 1.066
11 H 1.868 -0.455 -1.404  C2 1.105
12 H -3.189 1.591 0.571  N4 1.054
13 H -4.472 0.566 0.028  N4 1.010
14 H -0.381 -1.631 -0.985  N5 0.975

## Properties
2S+1: 1
Orbital gap (spin up / spin down) (Ha): 0.2861 / 0.2768
E_LUMO (spin up / spin down) (eV): 0.81 / 0.38

| no. | E (eV) |
| --- | --- |
| 1 | -8290.9233 |
| 2 | -15959.5930 |